## w
Density functional theory data (ωB97M-V with the def2-TZVPD basis set) for the molecule C4H9N3O.

Last column: Löwdin charge in e.
Atoms and positions in Å:
C 1.235 -1.271 1.000  -0.083
C -0.827 -0.476 1.141  -0.280
C 1.668 1.243 -0.976  -0.062
C 0.267 1.725 -0.826  -0.144
H 2.316 -1.057 0.891  0.076
H 1.197 -1.382 2.095  0.079
H 0.927 -2.276 0.446  0.137
H -1.133 -0.491 2.252  0.154
H -1.039 -0.288 -1.209  0.059
H 2.171 1.153 -1.956  0.105
H 2.401 1.504 -0.216  0.097
H 0.161 2.231 0.171  0.132
H -0.373 1.928 -1.710  0.125
N 0.461 -0.017 0.793  -0.165
N -1.758 -0.727 0.415  -0.026
N 0.492 0.347 -0.542  -0.171
O -1.882 -0.734 -0.932  -0.034

## Properties
SMILES: CN(/C=N\O)N1CC1
HOMO energy: -8.4752 eV
Kohn-Sham gap: 0.346 Eh

---

## x
Density functional theory data (ωB97M-V with the def2-TZVPD basis set) for a structure of composition C4H9N3O.

Last column: Löwdin charge in e.
Atoms and positions in Å:
C 0.322 -0.402 1.376  0.004
C 0.961 0.644 -0.102  -0.551
C -0.675 -0.633 0.382  -0.337
N 1.722 -0.125 -1.030  0.098
N -0.920 -1.860 -0.095  0.179
N -1.394 1.734 0.081  0.039
C -0.843 0.534 -0.476  -0.225
O 1.310 1.789 0.198  -0.043
H 1.536 -1.119 -1.011  0.067
H 2.708 0.055 -0.879  0.089
H -1.439 -1.983 -0.951  0.119
H -0.542 -2.679 0.358  0.119
H -0.630 2.355 0.369  0.065
H -1.951 2.228 -0.605  0.070
H 0.158 0.424 2.057  0.098
H 0.809 -1.264 1.829  0.081
H -1.134 0.302 -1.502  0.129

## Properties
HOMO energy: -7.4322 eV
Kohn-Sham gap: 0.288 Eh

---

Bottom line: x, by a margin of 67.4 kcal/mol.

---

## w
Density functional theory data (ωB97M-V with the def2-TZVPD basis set) for the ion C3H6N3S with charge +1.

Last column: Löwdin charge in e.
Atoms and positions in Å:
C -0.476 -1.677 -0.034  -0.054
C 0.748 0.460 0.257  -0.071
C 1.959 1.135 -0.128  -0.084
N -1.598 -1.219 0.205  0.040
N -2.286 -0.289 0.508  -0.334
N 0.615 -0.791 -0.114  0.005
S -2.971 0.982 -0.144  0.998
H -0.388 -2.711 -0.134  0.141
H 1.638 1.562 -1.084  0.118
H 2.828 0.541 -0.259  0.080
H 2.181 1.911 0.448  0.031
H 1.394 -1.399 -0.471  0.174
H -3.641 1.493 0.949  -0.044

## Properties
HOMO energy (alpha / beta): -12.6061 / -12.6067 eV
total charge: +1
Kohn-Sham gap (alpha / beta): 0.244 / 0.244 Eh

---

## x
Density functional theory data (ωB97M-V with the def2-TZVPD basis set) for the ion C3H6N3S with charge +1.

Last column: Löwdin charge in e.
Atoms and positions in Å:
C 2.184 0.523 0.191  -0.569
C -0.032 -0.790 0.080  -0.584
C -0.611 1.519 -0.622  0.044
N 2.517 1.499 0.679  0.170
N -0.454 -2.050 0.437  0.129
N -0.864 0.231 0.087  0.051
S 1.604 -0.889 -0.563  1.112
H 0.125 1.946 0.014  0.071
H -1.431 2.052 -0.575  0.055
H -0.184 1.173 -1.542  0.102
H -1.360 -2.402 0.645  0.122
H 0.274 -2.652 0.858  0.129
H -1.769 -0.159 0.312  0.169

## Properties
HOMO energy: -15.2628 eV
total charge: +1
Kohn-Sham gap: 0.386 Eh

---

Bottom line: x, by a margin of 104.2 kcal/mol.

---

## w
Density functional theory data (ωB97M-V with the def2-TZVPD basis set) for a structure of composition C2H3IN2O.

Last column: Löwdin charge in e.
Atoms and positions in Å:
C -0.411 -0.115 0.000  -0.095
C 0.445 0.889 0.381  -0.439
N -1.682 1.845 -1.370  0.178
N -0.212 1.961 0.788  -0.566
O -1.298 0.751 -1.453  -0.081
I 0.681 3.682 1.306  0.695
H 0.003 -1.120 -0.417  0.119
H -1.166 -0.394 0.760  0.096
H 1.413 0.961 -0.101  0.094

## Properties
HOMO energy (alpha / beta): -8.1010 / -8.4255 eV
Kohn-Sham gap (alpha / beta): 0.279 / 0.283 Eh

---

## x
Density functional theory data (ωB97M-V with the def2-TZVPD basis set) for a cluster of 2 separate species, C2H3IN2O in total.

Last column: Löwdin charge in e.
Atoms and positions in Å:
C 0.735 -1.034 -0.972  -0.352
C -0.006 -0.099 -0.179  -0.080
N 1.386 -1.775 -1.552  0.144
N 3.151 -1.499 0.591  -0.441
O 2.394 -1.452 1.477  -0.102
I 4.017 0.323 -0.087  0.585
H 0.585 0.809 -0.047  0.071
H -0.942 0.149 -0.677  0.088
H -0.213 -0.539 0.798  0.086

## Properties
SMILES: CC#N.O=NI
HOMO energy: -9.4955 eV
Kohn-Sham gap: 0.314 Eh

---

Bottom line: x, by a margin of 72.4 kcal/mol.

---

## w
Density functional theory data (ωB97M-V with the def2-TZVPD basis set) for a structure of composition C35H30BBr3KN5O10.

Last column: Löwdin charge in e.
Atoms and positions in Å:
K 13.812 11.047 11.185  0.802
O 16.994 11.063 8.494  -0.005
C 16.249 11.839 9.458  -0.450
O 15.112 12.107 9.142  -0.004
C 16.995 12.193 10.661  -0.361
C 18.359 12.246 10.623  -0.072
C 19.040 12.528 11.841  -0.118
C 18.347 12.791 12.969  -0.044
C 16.899 12.962 12.805  -0.226
N 16.267 12.419 11.707  0.102
C 16.117 13.633 13.728  -0.336
O 16.659 14.190 14.885  0.029
O 14.744 13.735 13.650  0.203
H 16.137 10.623 8.113  0.118
H 18.859 11.871 9.779  0.076
H 20.114 12.432 11.920  0.088
H 18.910 12.946 13.892  0.093
H 16.865 13.360 15.334  0.097
O 8.711 9.274 15.748  -0.067
C 8.195 9.052 14.630  -0.685
O 6.968 8.937 14.347  -0.086
C 9.183 8.830 13.471  -0.128
C 8.822 9.312 12.233  -0.054
C 9.667 9.295 11.177  -0.147
N 10.984 8.966 11.319  0.101
C 11.387 8.517 12.546  -0.164
C 10.489 8.409 13.614  0.020
C 12.868 7.984 12.612  -0.642
O 12.983 6.754 12.674  -0.012
O 13.812 8.800 12.369  -0.160
H 7.793 9.581 12.137  0.099
H 9.348 9.347 10.132  0.097
H 10.897 8.016 14.504  0.110
Br 17.458 5.022 11.752  0.677
C 16.699 6.738 11.329  -0.614
C 17.240 7.869 11.943  -0.083
C 16.788 9.090 11.503  -0.100
N 15.876 9.215 10.560  0.100
C 15.235 8.132 10.150  -0.247
C 15.601 6.853 10.471  -0.051
C 14.041 8.294 9.253  -0.215
C 13.005 7.384 9.398  -0.081
C 12.054 7.405 8.407  -0.712
Br 10.772 6.074 8.511  0.796
C 12.113 8.301 7.373  -0.117
C 13.154 9.197 7.385  -0.130
N 14.142 9.201 8.285  0.135
H 18.011 7.864 12.663  0.090
H 17.200 10.004 11.921  0.113
H 15.125 5.959 10.048  0.124
H 12.993 6.625 10.143  0.093
H 11.351 8.293 6.592  0.104
H 13.220 10.018 6.629  0.124
C 13.348 12.743 17.514  0.015
C 12.945 11.941 16.191  -0.409
C 12.644 10.457 16.391  0.015
O 14.121 12.112 15.352  0.167
B 13.903 13.189 14.542  -0.812
O 12.609 13.671 14.650  0.170
C 11.865 12.736 15.454  -0.519
C 10.867 13.422 16.245  -0.028
C 11.108 11.884 14.450  -0.001
H 14.188 12.174 18.002  0.099
H 12.519 12.837 18.138  0.048
H 13.799 13.680 17.172  0.094
H 13.388 9.974 17.046  0.085
H 12.678 9.967 15.370  0.105
H 11.705 10.238 16.930  0.103
H 11.321 14.147 16.882  0.072
H 10.269 12.759 16.884  0.118
H 10.203 14.000 15.589  0.106
H 11.876 11.358 13.864  0.086
H 10.489 12.502 13.738  0.121
H 10.414 11.115 14.799  0.082
Br 16.795 15.836 6.666  0.750
C 16.050 15.834 8.355  -0.743
C 16.782 15.835 9.531  -0.100
C 16.103 15.783 10.753  -0.046
C 14.731 15.704 10.714  -0.144
N 14.026 15.755 9.584  0.073
C 14.682 15.774 8.388  -0.204
H 17.850 15.733 9.530  0.100
H 16.621 15.835 11.754  0.133
H 14.127 15.541 11.579  0.101
H 14.095 15.726 7.498  0.083

## Properties
HOMO energy: -1.5217 eV
total charge: -2
Kohn-Sham gap: 0.183 Eh

---

## x
Density functional theory data (ωB97M-V with the def2-TZVPD basis set) for a structure of composition C35H30BBr3KN5O10.

Last column: Löwdin charge in e.
Atoms and positions in Å:
K 0.673 -1.046 1.751  0.783
O 1.421 -2.349 -4.151  0.037
C 1.158 -2.604 -2.811  -0.344
O -0.150 -2.336 -2.372  0.183
C 1.985 -3.130 -1.945  -0.200
C 3.373 -3.564 -2.398  -0.034
C 4.066 -4.452 -1.636  -0.139
C 3.651 -4.796 -0.336  -0.127
C 2.451 -4.295 0.097  -0.267
N 1.555 -3.544 -0.647  0.130
C 1.770 -4.678 1.365  -0.411
O 1.972 -6.010 1.725  0.078
O 1.062 -4.055 2.142  0.048
H 1.625 -1.393 -4.236  0.102
H 3.681 -3.296 -3.397  0.083
H 5.050 -4.865 -1.889  0.095
H 4.333 -5.165 0.375  0.078
H 2.441 -6.389 1.014  0.048
O 0.778 7.346 4.723  -0.081
C 0.600 6.113 4.821  -0.728
O 0.492 5.339 5.746  -0.028
C 0.490 5.369 3.418  -0.100
C 0.388 6.141 2.256  -0.034
C 0.294 5.511 1.010  -0.170
N 0.207 4.192 0.868  0.098
C 0.296 3.428 1.989  -0.174
C 0.344 3.989 3.271  0.033
C 0.385 1.908 1.944  -0.667
O 0.671 1.325 3.006  -0.139
O 0.277 1.363 0.817  -0.135
H 0.381 7.217 2.297  0.091
H 0.171 5.957 0.005  0.092
H 0.317 3.340 4.159  0.120
Br -5.580 -3.952 -1.448  0.713
C -4.046 -3.328 -0.523  -0.676
C -2.797 -3.549 -1.042  -0.063
C -1.738 -3.085 -0.241  -0.100
N -1.890 -2.379 0.841  0.119
C -3.098 -2.185 1.314  -0.207
C -4.245 -2.665 0.664  -0.065
C -3.110 -1.362 2.562  -0.166
C -4.271 -1.195 3.360  -0.073
C -4.203 -0.369 4.453  -0.626
Br -5.759 -0.207 5.641  0.643
C -2.989 0.163 4.868  -0.079
C -1.868 0.010 3.996  -0.065
N -1.928 -0.771 2.898  0.088
H -2.559 -3.994 -1.990  0.114
H -0.732 -3.432 -0.396  0.088
H -5.225 -2.497 0.979  0.074
H -5.276 -1.565 3.139  0.098
H -2.738 0.679 5.749  0.089
H -0.911 0.532 4.118  0.099
C -0.408 1.987 -1.654  -0.037
C -0.397 1.214 -2.955  -0.396
C 0.236 2.055 -4.065  -0.010
O 0.439 -0.009 -2.727  0.169
B -0.443 -1.024 -2.531  -0.845
O -1.737 -0.680 -2.787  0.174
C -1.794 0.611 -3.345  -0.484
C -1.911 0.417 -4.898  -0.001
C -2.968 1.415 -2.867  -0.008
H 0.566 2.060 -1.208  0.071
H -1.000 1.569 -0.829  0.089
H -0.663 3.020 -1.858  0.091
H 0.983 2.655 -3.490  0.102
H -0.532 2.784 -4.381  0.096
H 0.699 1.485 -4.825  0.068
H -0.914 0.056 -5.206  0.081
H -1.940 1.413 -5.328  0.071
H -2.640 -0.413 -5.108  0.112
H -2.867 1.428 -1.766  0.095
H -3.898 0.942 -3.148  0.085
H -2.969 2.443 -3.208  0.090
Br 4.504 0.065 -2.313  0.751
C 3.952 0.415 -0.550  -0.661
C 3.879 1.751 -0.082  -0.091
C 3.609 2.012 1.252  -0.046
C 3.384 0.945 2.074  -0.140
N 3.426 -0.344 1.658  0.033
C 3.725 -0.585 0.389  -0.197
H 4.040 2.466 -0.909  0.102
H 3.593 3.017 1.594  0.109
H 3.037 1.055 3.057  0.093
H 3.765 -1.645 0.092  0.107

## Properties
HOMO energy: -1.7878 eV
total charge: -2
Kohn-Sham gap: 0.188 Eh

---

Bottom line: w, by a margin of 6.9 kcal/mol.

---

## w
Density functional theory data (ωB97M-V with the def2-TZVPD basis set) for a cluster of 6 separate species, CH13O5S in total.

Last column: Löwdin charge in e.
Atoms and positions in Å:
C -0.652 -1.230 2.729  -0.585
S -0.531 -1.305 0.900  0.348
H 0.194 -1.734 3.221  0.004
H -1.597 -1.791 2.827  -0.024
H -0.963 -0.228 3.096  0.000
H -0.153 -0.732 -1.334  -0.081
H -1.534 -0.634 -1.884  0.034
O -0.623 -0.724 -2.188  -0.116
H 0.767 0.110 0.315  -0.129
H 1.711 0.713 -0.743  0.016
O 1.625 0.654 0.219  -0.175
H -1.656 1.026 0.390  -0.042
H -1.725 1.638 1.755  0.015
O -1.775 1.883 0.825  -0.097
H 2.192 -2.107 -2.785  0.020
H 0.623 -2.137 -2.697  -0.006
O 1.401 -2.506 -3.145  -0.078
H 1.351 2.470 -0.324  -0.016
H 0.195 3.232 -0.612  0.017
O 1.150 3.402 -0.565  -0.104

## Properties
HOMO energy: -3.9755 eV
total charge: -1
Kohn-Sham gap: 0.276 Eh

---

## x
Density functional theory data (ωB97M-V with the def2-TZVPD basis set) for a cluster of 6 separate species, CH13O5S in total.

Last column: Löwdin charge in e.
Atoms and positions in Å:
C 1.828 -0.551 0.224  -0.738
S 2.677 1.004 -0.224  0.074
H 0.791 -0.345 0.489  -0.047
H 1.730 -1.185 -0.648  -0.036
H 2.302 -1.062 1.059  0.001
H 0.725 -1.205 -1.936  -0.007
H -0.539 -0.618 -1.511  -0.019
O -0.211 -1.288 -2.162  -0.111
H -0.234 -1.823 2.114  0.021
H -0.209 -2.449 0.801  0.022
O -0.263 -2.710 1.734  -0.072
H -0.582 1.130 2.495  0.024
H 0.301 1.939 1.658  0.005
O -0.615 1.947 1.981  -0.078
H -1.808 0.986 -0.508  0.027
H -2.404 -0.464 -0.877  0.058
O -1.732 0.020 -0.385  -0.080
H -0.850 2.062 -2.126  0.049
H -0.037 2.106 -0.916  0.001
O -0.868 2.504 -1.260  -0.094

## Properties
HOMO energy: -3.1308 eV
total charge: -1
Kohn-Sham gap: 0.231 Eh

---

Bottom line: w, by a margin of 8.6 kcal/mol.